Computed, not measured: C5H10S in the gas phase in a non-equilibrium geometry, with wB97M-V/def2-TZVPD.

SMILES: SC1CCCC1
Energy: -16177.44339 eV
Kohn-Sham gap: 9.7234 eV
ΔE to the lowest compared entry with this formula, charge and spin: 116.1 kcal/mol
LUMO energy: 0.664 eV
Net charge: 0

```
16
Properties=species:S:1:pos:R:3:forces:R:3:lowdin_charge:R:1
C 0.495 0.330 0.814 -1.28 4.62 0.56 -0.7514
C -0.636 -0.583 1.066 -2.99 -3.36 0.62 -0.2593
C -1.282 -0.637 -0.398 -1.63 -1.60 0.61 -0.1931
C -0.167 -0.173 -1.506 -0.97 -1.32 0.01 -0.1210
C 0.973 0.240 -0.544 -3.24 -15.41 0.83 -0.3257
H 2.125 2.013 1.454 -0.37 -2.62 1.32 -0.0439
H -0.021 1.406 0.420 0.32 -1.95 2.80 0.1838
H -0.507 -1.804 1.408 0.36 3.77 -0.45 0.1690
H -1.545 -0.062 1.687 2.73 -1.64 -0.69 0.1443
H -2.037 0.082 -0.076 -0.06 0.90 -1.98 0.0636
H -2.051 -1.569 -0.507 2.51 1.70 -0.24 0.1385
H -0.622 0.570 -2.188 0.34 0.38 0.90 0.0915
H 0.260 -0.883 -2.329 -1.10 0.40 2.03 0.1249
H 1.802 -0.566 -0.591 -1.09 0.78 -0.21 0.1489
H 1.370 0.967 -0.775 7.07 12.98 -4.23 -0.0359
S 1.843 0.668 2.066 -0.61 2.37 -1.88 0.6658
```
Forces are in eV/Å.



Computed, not measured: C19H35O8P2SSbSe4Tc as an isolated structure, with wB97M-V/def2-TZVPD.

Energy: -336193.41886 eV
Kohn-Sham gap: 6.7702 eV
ΔE to the lowest compared entry with this formula, charge and spin: 17.4 kcal/mol
LUMO energy: 2.037 eV
Net charge: -1

```
71
Properties=species:S:1:pos:R:3:forces:R:3:lowdin_charge:R:1
Tc -0.243 -0.175 -1.134 0.97 -0.08 -0.17 0.7720
Se -1.422 -4.084 -4.564 0.00 -0.03 0.00 -0.1958
Sb -1.612 -3.439 -2.278 0.20 0.03 0.12 -0.2014
Se -2.308 -0.999 -1.963 0.06 0.49 0.10 0.1990
Se 0.559 -2.562 -1.240 -0.11 0.06 -0.23 0.1782
Se -2.894 -4.694 -0.664 -0.06 -0.13 0.04 -0.1333
C -1.984 3.907 1.379 0.05 0.02 -0.03 -0.0654
C -2.523 3.316 0.087 0.14 0.08 -0.08 -0.5971
O -3.474 4.237 -0.478 -0.01 0.06 -0.01 -0.0756
P -3.455 1.793 0.420 -0.03 -0.27 0.29 0.4461
O -4.598 2.238 1.452 -0.01 -0.02 -0.10 -0.1053
O -4.317 1.524 -0.882 -0.12 -0.03 -0.06 -0.1431
O -2.666 0.664 0.942 0.05 0.17 0.03 -0.2968
P -1.193 3.013 -1.170 -0.30 0.04 0.19 0.3047
O -0.473 4.460 -1.269 0.08 0.03 0.03 -0.1330
O -1.908 2.688 -2.429 0.00 0.06 -0.11 -0.3143
O -0.173 2.094 -0.544 -0.44 -0.27 -0.22 -0.3836
H -2.788 4.072 2.096 -0.01 -0.01 0.00 0.0781
H -1.501 4.858 1.158 0.00 -0.01 -0.01 0.0821
H -1.245 3.234 1.814 -0.01 -0.02 0.01 0.0797
H -3.636 3.924 -1.382 0.03 -0.02 -0.01 0.0791
H -5.266 2.792 1.027 0.05 0.04 0.01 0.0857
H -3.869 0.945 -1.526 0.08 0.01 -0.03 -0.0196
H -0.967 5.022 -1.877 0.01 -0.02 -0.02 0.0736
C -0.071 0.226 -4.777 0.04 0.00 -0.05 -0.0590
C 1.196 0.240 -3.918 -0.13 0.14 0.04 -0.6354
C 2.050 1.464 -4.274 0.01 0.00 -0.06 -0.0637
C 1.997 -1.045 -4.166 0.04 0.00 0.01 -0.0727
C 0.887 0.320 -2.446 -0.31 -0.16 0.00 -0.2513
H 0.190 -0.084 -5.792 0.01 0.07 -0.02 0.0870
H -0.533 1.214 -4.812 -0.04 -0.02 0.08 0.0834
H -0.801 -0.481 -4.391 0.01 -0.07 -0.01 0.0235
H 2.258 1.473 -5.347 0.00 -0.01 0.01 0.0840
H 3.004 1.443 -3.741 0.00 0.01 0.00 0.0821
H 1.527 2.388 -4.020 0.00 0.00 0.01 0.0853
H 2.397 -1.006 -5.183 0.00 -0.01 0.01 0.0869
H 1.367 -1.928 -4.073 -0.02 -0.02 0.02 0.0410
H 2.831 -1.145 -3.468 0.00 0.01 0.00 0.0815
H 1.573 0.934 -1.833 0.09 -0.16 0.06 0.0701
C -2.622 -2.118 2.348 0.00 -0.01 0.06 -0.2218
S -1.280 -2.353 1.196 -0.19 -0.19 -0.08 0.7743
C -0.552 -3.801 1.946 -0.03 0.03 -0.07 -0.2583
O -0.238 -1.292 1.743 0.13 0.17 0.16 -0.4711
H -2.218 -2.044 3.356 -0.03 -0.01 0.02 0.0654
H -3.275 -2.983 2.232 0.01 0.02 -0.01 0.0534
H -3.133 -1.205 2.054 0.03 0.04 -0.02 0.0331
H -1.202 -4.638 1.708 -0.03 -0.03 0.04 0.0100
H -0.445 -3.621 3.015 0.02 0.00 -0.01 0.0653
H 0.415 -3.933 1.469 -0.01 0.00 -0.03 0.0278
C 2.883 -0.370 0.306 0.01 -0.03 0.00 -0.0742
C 1.841 -0.030 1.383 -0.08 0.06 -0.04 -0.4546
C 2.041 1.457 1.713 0.03 0.04 -0.02 -0.0568
C 0.340 -0.178 0.932 -0.11 -0.15 0.07 -0.2950
C 2.110 -0.909 2.612 -0.03 0.09 -0.04 -0.1723
C 1.919 -0.434 3.907 0.00 -0.05 0.06 -0.0274
C 2.135 -1.246 5.014 0.00 0.03 -0.03 -0.0869
C 2.551 -2.558 4.850 0.01 0.00 -0.01 -0.1055
C 2.747 -3.046 3.565 0.00 0.01 -0.01 -0.0872
C 2.529 -2.230 2.464 0.01 -0.03 0.06 -0.0472
H 2.826 0.341 -0.515 0.05 0.02 0.06 0.0563
H 2.764 -1.364 -0.119 -0.03 -0.01 -0.01 0.0161
H 3.883 -0.295 0.740 0.00 -0.02 0.00 0.0959
H 1.855 2.052 0.819 0.01 0.01 0.00 0.0732
H 3.060 1.640 2.063 0.00 0.00 -0.01 0.0938
H 1.342 1.811 2.471 0.00 -0.01 0.00 0.0740
H -0.206 0.678 1.322 -0.07 0.05 0.05 0.0639
H 1.585 0.581 4.068 0.00 -0.01 0.00 0.1035
H 1.976 -0.846 6.007 0.00 -0.01 0.00 0.0967
H 2.722 -3.192 5.711 0.00 0.00 0.00 0.0942
H 3.067 -4.070 3.413 0.00 0.00 0.01 0.1023
H 2.665 -2.647 1.475 0.00 0.01 -0.02 0.1025
```
Forces are in eV/Å.



Computed, not measured: a 2-piece molecular cluster, C3H7N4O overall in a non-equilibrium geometry, with wB97M-V/def2-TZVPD.

Energy: -11224.22983 eV
Kohn-Sham gap: 9.5789 eV
ΔE to the lowest compared entry with this formula, charge and spin: 40.3 kcal/mol
LUMO energy: -4.121 eV
Net charge: +1

```
15
Properties=species:S:1:pos:R:3:forces:R:3:lowdin_charge:R:1
C -4.095 -0.806 0.314 0.12 0.07 -0.05 0.0423
C 1.798 -0.403 0.087 -0.99 0.44 0.42 -0.4831
C -0.333 1.645 -0.438 0.04 0.00 0.01 0.1384
N -3.059 -0.352 0.188 0.19 0.01 -0.02 0.0968
N 0.564 -0.521 -0.314 0.40 -1.58 -0.76 0.0954
N 2.690 -1.301 -0.300 0.41 0.23 0.21 0.2203
N -0.398 0.381 -0.231 -0.36 0.93 0.26 -0.0384
O 2.250 0.490 0.960 0.55 0.20 0.03 0.1476
H -5.059 -1.229 0.420 -0.44 -0.18 0.07 0.0788
H 0.605 2.143 -0.651 0.08 -0.19 -0.03 0.1153
H -1.242 2.221 -0.441 -0.24 -0.07 0.11 0.1045
H 2.445 -2.020 -0.960 -0.09 0.06 0.02 0.1369
H 3.608 -1.284 0.118 -0.07 -0.07 -0.08 0.1392
H 1.582 1.083 1.332 -0.07 -0.27 -0.15 0.1292
H -1.354 -0.047 -0.083 0.46 0.41 -0.03 0.0767
```
Forces are in eV/Å.



Computed, not measured: C27H29MnN5S2Si as an isolated structure in a non-equilibrium geometry, with wB97M-V/def2-TZVPD.

Energy: -96780.41565 eV
Kohn-Sham gap (spin up / spin down): 7.1470 / 7.2372 eV
ΔE to the lowest compared entry with this formula, charge and spin: 23.8 kcal/mol
LUMO energy (spin up / spin down): -3.705 / -3.469 eV
Net charge: +1

```
65
Properties=species:S:1:pos:R:3:forces:R:3:lowdin_charge:R:1
Mn 0.841 -0.920 0.627 0.25 0.49 2.00 -0.0125
N 2.295 -2.060 1.706 -0.09 -0.23 0.05 -0.0482
C 1.699 -2.475 2.983 -0.18 -0.07 -0.03 -0.2009
C 0.351 -3.079 2.654 0.19 0.06 0.04 -0.1764
N -0.472 -2.127 1.865 0.04 -0.03 -0.28 -0.1059
C -1.586 -2.881 1.255 -0.08 0.07 -0.16 -0.1957
C -2.657 -2.001 0.635 0.11 -0.10 0.24 -0.1693
N -2.244 -1.501 -0.695 0.33 0.36 0.06 -0.0264
H 3.176 -1.582 1.860 -0.03 0.16 -0.06 0.0981
H 2.519 -2.889 1.157 0.01 0.03 -0.09 0.0853
H 2.308 -3.207 3.518 0.01 0.02 0.00 0.1300
H 1.585 -1.596 3.617 0.02 0.02 -0.01 0.1096
H 0.509 -3.967 2.038 -0.06 0.00 -0.03 0.1295
H -0.178 -3.386 3.559 -0.01 -0.04 -0.02 0.1360
H -0.880 -1.471 2.522 0.00 0.16 0.01 0.1296
H -1.163 -3.537 0.490 0.00 -0.07 0.07 0.1026
H -2.055 -3.521 2.008 -0.01 0.03 0.01 0.1353
H -3.580 -2.574 0.557 0.01 0.01 -0.09 0.1369
H -2.852 -1.132 1.269 -0.09 -0.01 -0.04 0.1220
H -1.823 -2.243 -1.257 0.07 0.02 -0.02 0.1020
H -3.049 -1.172 -1.220 -0.08 -0.02 -0.04 0.0912
S 0.926 -2.577 -1.094 -0.34 -0.24 0.02 0.7015
C 2.271 -1.794 -1.790 0.42 0.19 -0.23 -0.9603
S 2.957 -0.453 -0.825 -0.63 -0.22 0.16 0.8717
C 2.861 -2.108 -2.977 -0.11 0.16 0.31 -0.3556
C 3.984 -1.358 -3.432 0.22 0.14 -0.12 -0.2385
N 4.886 -0.719 -3.751 -0.08 -0.05 0.03 0.1886
C 2.339 -3.151 -3.791 -0.15 -0.23 -0.13 -0.2181
N 1.877 -3.984 -4.435 0.04 0.04 0.05 0.1897
C -3.799 3.482 0.776 0.02 -0.04 -0.02 -0.0685
C -2.426 3.548 0.950 -0.01 0.11 0.05 -0.0660
C -1.625 2.482 0.569 0.10 -0.12 -0.03 -0.0976
C -2.167 1.328 -0.002 0.22 -0.36 0.13 -0.2686
C -3.555 1.280 -0.157 0.02 0.03 0.01 -0.1127
C -4.363 2.342 0.224 -0.07 -0.01 -0.01 -0.0712
Si -0.952 -0.004 -0.614 -0.29 -0.03 -0.58 0.7670
C -0.850 0.238 -2.498 0.07 0.01 0.31 -0.2736
C 0.370 0.497 -3.124 0.04 0.01 0.11 -0.1162
C 0.468 0.629 -4.501 0.01 0.00 -0.07 -0.0601
C -0.668 0.518 -5.288 0.01 0.00 0.01 -0.0628
C -1.899 0.299 -4.687 -0.09 -0.03 -0.04 -0.0696
C -1.986 0.165 -3.311 0.06 0.04 0.09 -0.1038
H -4.430 4.312 1.065 0.01 0.00 0.02 0.1108
H -1.978 4.430 1.391 0.01 0.00 -0.03 0.1104
H -0.552 2.550 0.714 -0.09 0.05 0.02 0.0691
H -4.052 0.415 -0.583 -0.01 -0.01 -0.03 0.0884
H -5.435 2.278 0.086 0.01 0.01 0.00 0.1103
H 1.672 0.085 -0.469 0.34 0.45 -0.70 -0.1402
H 1.270 0.609 -2.531 -0.05 -0.01 -0.11 0.0550
H 1.432 0.805 -4.961 0.00 0.04 0.02 0.1137
H -0.598 0.611 -6.364 0.00 0.00 0.00 0.1119
H -2.795 0.234 -5.290 0.02 0.00 -0.01 0.1099
H -2.974 0.033 -2.878 -0.04 0.00 -0.01 0.0879
C 1.030 0.457 1.592 -0.20 -1.23 -0.93 -0.0353
C 1.583 1.618 2.177 0.22 0.61 0.08 -0.2957
C 2.017 2.670 1.345 -0.08 -0.24 0.04 -0.0411
C 2.692 3.745 1.883 0.03 0.11 0.01 -0.0495
C 2.940 3.799 3.251 -0.04 -0.05 -0.03 -0.0445
C 2.497 2.779 4.085 0.04 0.10 0.09 -0.0575
C 1.821 1.697 3.560 -0.19 -0.19 -0.18 -0.0275
H 1.824 2.611 0.280 0.04 0.05 -0.01 0.1177
H 3.025 4.547 1.238 0.02 -0.01 0.01 0.1173
H 3.479 4.640 3.666 -0.01 0.00 0.01 0.1159
H 2.682 2.832 5.149 0.00 0.01 -0.01 0.1147
H 1.455 0.905 4.202 0.08 0.01 0.04 0.1103
```
Forces are in eV/Å.